1.
74
Properties=species:S:1:pos:R:3:forces:R:3:lowdin_charge:R:1 method="wB97M-V/def2-TZVPD" e_tot_ha=-4593.8861 mol_weight_da=747.1
C 0.20607 2.64450 -2.90664 0.4 -0.1 -0.5 -0.049
C -0.83824 2.85052 -1.85848 -1.0 0.2 0.3 -0.235
H -0.03692 3.18109 -3.83623 0.1 -0.2 0.3 0.069
H 0.36021 1.57232 -3.14258 -0.1 0.5 0.2 0.058
H 1.17445 3.03343 -2.54107 -0.3 -0.2 -0.1 0.094
C -2.06356 3.35427 -2.11577 1.2 0.0 0.4 -0.120
C -2.55656 3.75335 -3.46062 -0.4 0.1 -0.6 -0.110
H -2.74242 3.59106 -1.29866 0.2 -0.2 0.0 0.099
H -2.10722 3.18450 -4.28372 -0.1 0.1 0.2 0.067
H -2.39109 4.81887 -3.67489 0.0 -0.1 0.1 0.080
H -3.63980 3.59634 -3.48918 0.1 0.0 -0.2 0.066
Lu 0.42173 -0.88880 0.35407 -1.1 1.6 0.1 1.130
Cl 2.44625 0.62451 0.90717 0.3 -0.1 0.1 -0.075
Cl -0.02011 -3.26884 -0.57962 0.2 -0.2 0.0 -0.116
H 2.21175 -4.30197 4.73463 -0.1 0.1 -0.1 0.092
H 4.58262 -3.55885 4.35034 0.0 0.1 -0.2 0.092
C 1.98777 -4.19093 3.66941 0.2 -0.3 0.1 -0.016
C 4.35947 -3.51156 3.27718 0.0 0.1 0.0 -0.034
N 2.94081 -3.25607 3.08072 -0.2 -0.1 0.1 -0.171
H 0.97091 -3.82356 3.52239 0.3 -0.1 0.0 0.092
C 2.50914 -2.26865 2.30931 -1.0 0.1 -0.3 -0.314
O 1.29536 -2.13003 2.01283 1.5 -0.1 0.4 -0.241
H 4.93122 -2.69917 2.80607 -0.1 -0.3 0.2 0.097
H 3.27283 -1.56147 1.94547 -0.3 -0.2 0.1 0.068
H 2.10421 -5.18216 3.21557 -0.1 0.2 -0.1 0.100
H 4.63988 -4.47390 2.82542 -0.1 0.3 0.0 0.096
H -1.68442 0.23428 -2.29527 -0.1 -0.3 0.1 0.075
H -4.33599 1.25744 -1.41042 -0.1 -0.3 -0.1 0.088
C -2.29528 -0.67094 -2.16453 0.3 0.4 -0.1 -0.023
C -4.47701 0.16703 -1.33923 0.1 0.0 0.2 -0.040
N -3.21187 -0.48746 -1.03593 -0.2 -0.4 0.4 -0.161
H -1.63392 -1.53229 -2.00931 -0.3 0.2 0.1 0.044
C -2.90613 -0.82771 0.22418 1.0 -0.2 -0.7 -0.286
O -1.78017 -1.22607 0.57846 -1.7 0.1 -0.1 -0.244
H -5.19202 -0.04879 -0.53704 0.0 0.1 -0.2 0.092
H -3.74126 -0.73051 0.94637 0.3 0.0 -0.2 0.154
H -2.90756 -0.81698 -3.06087 0.1 -0.2 0.2 0.091
H -4.85453 -0.21676 -2.29220 0.0 0.1 0.2 0.091
O -0.37800 0.96675 -0.50888 -0.2 -1.3 0.4 -0.433
C -0.42875 2.34197 -0.47534 0.4 0.3 0.7 -0.406
C -2.57908 2.33536 0.86257 0.0 0.2 0.2 -0.061
C -1.34241 2.93169 0.63827 0.3 -0.2 -0.9 -0.192
H -2.83309 1.45707 0.26570 0.2 0.4 0.4 0.083
C -3.46430 2.89116 1.78357 0.1 -0.1 -0.1 -0.093
H 0.60364 2.67990 -0.25344 -0.2 0.4 -0.1 0.114
C -0.99985 4.10505 1.31660 -0.2 -0.2 -0.3 -0.048
H -4.39255 2.37079 2.00500 0.0 0.2 0.0 0.102
C -3.14122 4.08373 2.42670 0.1 0.0 0.2 -0.127
C -1.91099 4.69530 2.19182 0.3 -0.2 -0.1 -0.108
H -0.01676 4.53769 1.11835 -0.3 0.0 0.1 0.121
H -3.81379 4.51147 3.16462 0.0 0.0 -0.2 0.099
H -1.62791 5.60314 2.72238 -0.2 -0.1 -0.1 0.102
Si 3.30704 -2.31335 -2.46622 -0.1 -0.1 -0.5 0.276
Cl 1.67194 -0.86206 -2.10070 1.3 -0.5 -1.0 0.267
C 2.58225 -3.99875 -2.78558 -0.3 -0.1 0.2 -0.226
C 4.45552 -2.11942 -1.02282 0.2 0.2 0.5 -0.208
C 4.33448 -1.98878 -4.02345 -0.3 0.4 -0.1 -0.211
H 1.58040 -4.09375 -2.34981 0.2 -0.1 -0.1 -0.059
H 3.22545 -4.77412 -2.34422 -0.1 0.2 -0.1 0.039
H 2.54331 -4.16702 -3.87301 -0.1 0.1 0.3 0.033
H 3.76707 -2.22639 -4.93695 0.1 0.2 0.3 0.030
H 5.22597 -2.64729 -4.02772 -0.4 0.2 0.3 0.046
H 4.68567 -0.95187 -4.08647 0.0 -0.2 -0.1 0.028
H 3.95837 -1.68495 -0.14526 0.1 -0.1 -0.2 -0.028
H 5.25694 -1.42275 -1.32167 -0.3 -0.2 0.2 0.044
H 4.91976 -3.07493 -0.73510 -0.1 0.2 -0.1 0.040
S -1.13657 1.98960 4.20478 -0.1 -0.8 -0.6 1.027
C -2.14687 0.58009 4.19219 0.8 -0.5 -0.8 -0.373
C -1.68103 -0.32851 3.26602 0.2 1.4 0.6 -0.229
N -0.56084 0.09530 2.56242 0.1 0.7 0.2 -0.092
C -0.18563 1.30523 2.92949 -0.6 -1.0 0.6 -0.458
H -3.01236 0.45457 4.82015 0.1 0.1 0.1 0.062
H -2.13455 -1.28387 3.05838 0.1 0.0 -0.1 0.105
H 0.67015 1.81193 2.50029 -0.1 -0.1 0.0 0.034

=====

2.
16
Properties=species:S:1:pos:R:3:forces:R:3:nbo_charge:R:1 method="wB97M-V/def2-TZVPD" e_tot_ha=-605.7358 charge=+3 mol_weight_da=219.9
C -0.90906 2.14435 -0.11485 0.3 -0.1 -0.2 -0.550
C -1.25338 0.86656 -0.38609 0.6 0.0 -0.6 -0.134
C -1.14347 -0.35248 0.47869 0.4 -1.6 -0.3 -0.550
H -1.15834 2.91930 -0.84591 -0.1 0.0 0.2 0.281
H -0.54194 2.45999 0.86728 -0.1 0.0 -0.3 0.261
H -1.64222 0.61342 -1.37738 -0.3 0.0 0.2 0.271
H -2.14890 -0.78299 0.63317 0.1 0.0 -0.1 0.376
C -0.62282 -0.14162 1.79448 0.1 0.2 0.7 0.946
O -0.21266 0.01424 2.82709 -0.2 -0.3 -0.9 -0.196
O 1.68601 -0.22326 -0.66869 0.1 1.1 -1.2 -0.995
C 1.00020 -1.33086 -0.66307 -1.5 -3.9 -0.3 0.178
C -0.21373 -1.64270 -0.22247 -1.6 3.1 2.5 -0.273
Mg 1.10006 1.44295 -1.52171 -0.2 -1.1 0.8 1.841
Rb 5.44929 -0.89352 0.08785 0.4 -0.2 0.1 1.000
H 1.10515 -2.46776 -1.03585 2.3 2.4 -0.3 0.259
H -0.49419 -2.62562 0.14748 -0.4 0.2 -0.6 0.285

=====

3.
25
Properties=species:S:1:pos:R:3:forces:R:3:nbo_charge:R:1 method="wB97M-V/def2-TZVPD" e_tot_ha=-422.9047 charge=+1 mol_weight_da=139.2
C -2.92228 0.66008 0.32649 -2.3 1.9 1.1 -0.403
C -2.23656 1.73042 -0.12152 0.9 -0.5 0.4 0.036
C -2.21698 -0.49474 0.12112 4.4 0.9 -0.9 0.492
C -0.82673 1.65065 -0.42828 3.0 -1.1 -0.1 -0.361
C 1.88891 0.42679 -1.09369 2.8 -0.4 1.2 -0.605
C 1.08551 0.33476 1.33434 -0.6 -3.3 -1.2 -0.625
C 1.10157 -1.74906 -0.25470 3.5 3.8 -1.1 -0.607
C 0.94554 -0.20652 -0.09510 -1.5 0.5 -0.5 0.103
N -0.31236 0.29473 -0.68524 -4.4 -1.5 0.6 -0.284
N -2.43342 -1.72400 -0.06188 -0.2 -1.3 0.1 -0.692
H -3.90401 0.86153 0.91865 1.6 -1.0 -1.4 0.288
H -2.52845 2.72599 -0.08180 -1.4 1.6 0.0 0.234
H -0.46220 2.25175 -1.27734 -0.6 0.0 -0.1 0.292
H -0.27037 2.12791 0.42270 -0.7 0.1 -0.5 0.248
H 1.71742 0.13847 -2.10567 -0.3 -0.4 -0.7 0.234
H 1.88638 1.53882 -1.05715 0.5 -0.8 0.3 0.218
H 2.88170 -0.11896 -0.76014 -1.3 1.9 -0.9 0.239
H 0.22522 0.92410 1.36364 -1.2 0.5 1.5 0.197
H 1.88044 0.99810 1.40377 1.9 0.6 0.8 0.232
H 1.02226 -0.60430 1.94026 0.4 1.5 0.4 0.230
H 0.64882 -2.29456 0.44130 -2.5 -2.2 2.8 0.198
H 0.89333 -2.00912 -1.25668 -0.2 -0.6 -1.0 0.229
H 2.20049 -1.88922 -0.01418 -1.1 -0.2 -0.6 0.234
H -3.39330 -2.01287 -0.19494 -0.1 -0.6 0.1 0.423
H -1.66580 -2.41587 -0.04798 -0.8 0.6 -0.3 0.447